ORCA calculation (ωB97M-V/def2-TZVPD) on a 6-piece molecular cluster, C30H75BF4N5O10 overall in a non-equilibrium geometry.

```
125
Properties=species:S:1:pos:R:3:forces:R:3
B 0.4054 0.4691 2.9967 -0.50 0.16 0.81
F -0.9250 0.8335 2.8604 -1.25 0.19 -0.41
F 1.0248 0.4749 1.7665 0.52 -0.42 -0.59
F 0.9809 1.4108 3.8368 0.77 0.07 0.42
F 0.3666 -0.8188 3.6205 0.61 -0.09 -0.66
C -1.5963 -8.2650 -5.6252 -3.56 -3.88 1.63
O -2.2098 -7.8286 -4.4810 1.06 2.29 1.92
C -1.5472 -6.5964 -4.0564 -1.25 -1.53 1.60
C -2.5340 -6.0554 -2.9795 3.70 -0.53 0.63
N -1.7807 -4.8811 -2.4012 -1.06 -0.34 0.60
C -2.5585 -4.0865 -1.4419 8.36 0.42 -1.55
C -1.7418 -3.0144 -0.7934 1.49 -3.82 7.01
O -2.4527 -2.3648 0.3493 0.61 -2.13 -3.13
C -1.7791 -1.2872 0.9160 3.42 -0.79 -1.56
H -1.8622 -7.6576 -6.3736 -0.63 2.26 -3.41
H -2.1364 -9.2354 -5.7044 0.84 0.18 -0.98
H -0.6015 -8.4173 -5.5436 3.47 -0.41 0.30
H -1.6388 -5.8732 -4.8957 1.02 -0.38 0.30
H -0.4991 -6.8542 -3.5975 -1.76 0.84 -1.21
H -2.8190 -6.9426 -2.2800 0.68 2.05 -0.75
H -3.3332 -5.7759 -3.5775 -2.21 0.63 -0.59
H -1.3847 -4.2427 -3.1263 -0.74 -1.02 0.58
H -2.9826 -4.5300 -0.7163 -1.95 -4.88 5.55
H -3.3499 -3.6876 -1.7279 -7.03 4.18 -4.30
H -1.4151 -2.3354 -1.4337 1.66 3.29 -2.79
H -0.7781 -3.5787 -0.1744 -2.18 1.55 -2.24
H -1.1395 -1.4397 1.8034 1.11 -0.96 -1.09
H -2.5107 -0.9804 1.4582 -4.93 3.49 3.12
H -1.4004 -0.5086 0.2185 -0.13 -0.60 0.37
C 2.2697 -1.4978 -1.0906 -0.12 -9.72 5.66
O 2.0821 -0.8210 -2.0991 -5.25 4.42 -6.65
C 0.9926 0.1349 -1.9164 0.22 -0.29 0.47
C 0.8227 0.9408 -3.3124 1.43 4.77 7.50
N -0.2170 1.9392 -3.1213 -1.29 -1.57 -0.28
C -0.1747 2.8798 -4.2147 -2.17 1.00 0.41
C -1.4893 3.7201 -4.1164 1.84 -4.37 -14.59
O -1.4843 4.8540 -5.0265 -0.21 0.50 -0.11
C -2.5914 5.7373 -4.9497 -3.28 -1.71 -2.79
H 2.1715 -1.2642 -0.1288 0.09 3.96 4.15
H 3.1682 -2.0929 -0.9855 0.58 -0.13 -1.17
H 1.4443 -2.2248 -0.8439 -0.06 -0.78 -1.28
H 1.4175 0.7554 -0.9751 -1.78 -0.84 -2.08
H 0.0425 -0.5708 -1.6127 1.99 2.20 -0.72
H 0.8068 0.3226 -4.0529 -1.08 -3.87 -4.67
H 1.6669 1.6513 -3.5183 0.72 -1.34 0.47
H -0.1870 2.3149 -2.1331 0.35 -0.02 -1.99
H -0.1158 2.4732 -5.2298 -0.54 -0.89 0.30
H 0.7254 3.4495 -4.2477 0.89 1.31 0.62
H -1.7849 3.9356 -3.3205 -3.59 3.76 12.89
H -2.4300 3.0894 -4.5254 2.13 0.57 0.80
H -3.6686 5.3398 -4.7144 1.93 -0.62 -0.29
H -2.9110 6.3632 -5.8788 1.61 -1.44 0.81
H -2.5227 6.4337 -4.2342 1.02 2.65 2.99
C -3.9779 -0.2228 5.6329 -6.24 -2.30 -6.67
O -3.1661 -0.0448 6.5322 10.43 -0.38 5.90
C -1.8151 -0.7047 6.1641 -1.48 1.42 3.96
C -0.7054 0.1208 6.6889 2.57 -0.92 -6.54
N 0.5498 -0.7434 6.4058 -1.09 1.83 -1.00
C 1.7141 0.0551 6.8437 -0.33 -0.15 -0.05
C 2.8946 -0.8230 6.3370 -1.94 -0.66 2.73
O 4.1052 -0.4396 6.8597 1.95 1.92 -0.81
C 4.5573 0.7760 6.2004 4.65 -2.34 -0.09
H -4.0262 0.5228 4.8203 0.90 -0.43 -0.86
H -4.8996 0.0030 6.0541 -2.70 -0.09 0.79
H -4.0011 -1.3191 5.3140 -0.38 1.17 -0.55
H -1.6286 -0.9488 5.2164 -0.43 0.54 -4.81
H -1.6434 -1.7302 6.4837 -1.02 -0.25 1.64
H -0.8488 0.2791 7.6454 -0.18 0.87 5.01
H -0.5604 1.0932 6.1056 -0.55 -1.02 0.83
H 0.6148 -0.9318 5.3140 -0.29 0.93 2.97
H 1.6093 0.1877 7.9854 0.78 -0.81 -1.43
H 1.7640 1.1421 6.5297 -0.23 -1.08 -0.49
H 2.9679 -1.0321 5.3032 -0.34 0.63 -1.60
H 2.5992 -1.8149 6.7389 0.64 0.34 0.14
H 5.6302 1.0233 6.6207 -1.44 -1.22 -0.90
H 4.1732 1.6501 6.5373 -2.64 2.43 0.71
H 4.6844 0.7546 5.0651 -0.65 -0.36 1.47
C -7.1180 2.4441 2.1584 -2.88 4.92 -2.74
O -6.1244 1.8654 1.5959 4.64 -2.57 -2.37
C -4.8131 2.3276 1.9447 -1.35 1.22 -1.88
C -3.9489 1.8346 0.7151 -1.33 0.06 4.45
N -2.6390 2.4026 1.1039 -0.42 -1.06 -1.03
C -1.8382 2.6802 -0.0784 1.25 3.94 2.14
C -0.4050 3.3182 0.3732 -1.96 -2.65 -1.05
O 0.4245 3.3440 -0.8160 1.73 -0.73 3.40
C 1.8154 3.5113 -0.3085 -0.06 -3.22 -1.60
H -6.9642 3.6309 2.0884 -1.11 -1.94 0.06
H -7.2394 2.1994 3.0879 -0.32 -0.98 6.29
H -8.0260 2.0079 1.7434 -0.47 0.82 -0.72
H -4.5568 2.0159 2.9420 0.56 -0.69 0.31
H -4.8305 3.4688 2.0244 0.04 -1.15 -0.47
H -4.5934 2.1582 -0.1363 1.43 -0.32 0.14
H -3.9321 0.7386 0.9729 -0.23 0.64 -1.58
H -2.2740 1.5838 1.6688 0.50 1.80 -0.93
H -2.3981 3.2545 -0.9024 0.88 -0.64 1.48
H -1.4111 1.8579 -0.4284 0.94 -4.18 -2.42
H -0.0158 2.8358 1.3188 -0.02 -0.76 -1.57
H -0.4727 4.2485 0.7349 -0.70 4.11 0.84
H 2.3555 2.8131 0.5075 -1.89 0.77 -2.47
H 1.9214 4.4210 0.0644 -0.37 4.30 2.61
H 2.3421 3.7548 -1.2174 0.84 -1.28 -0.50
C 3.8164 -2.2215 -6.1390 -1.29 -4.84 -2.31
O 4.0567 -1.1429 -5.5264 1.12 6.13 2.16
C 4.0563 -1.2374 -4.1634 -0.75 -0.82 2.28
C 4.2123 0.2036 -3.6351 4.75 -5.67 3.59
N 4.1399 0.1231 -2.1839 3.95 -0.13 -2.10
C 4.4715 1.3106 -1.5998 -0.77 3.53 1.44
C 4.4990 1.1400 -0.0415 -3.56 0.29 -1.75
O 4.6877 2.3224 0.6044 1.44 1.29 1.99
C 4.4561 2.3274 2.0189 -3.92 4.92 -1.60
H 4.4500 -2.9936 -5.7401 0.34 -1.27 0.16
H 4.1169 -2.0739 -7.1402 -0.13 -0.24 -1.60
H 2.7675 -2.5440 -6.0468 -0.11 -0.27 -0.26
H 4.8017 -2.1724 -3.8560 -1.57 2.62 -0.21
H 2.9874 -1.3975 -3.7205 1.81 -0.98 -1.25
H 3.6247 0.7109 -4.1905 -5.41 3.81 -2.98
H 5.1218 0.6366 -3.9720 1.68 0.12 0.28
H 3.2679 -0.1088 -1.8686 -1.01 -0.05 -0.06
H 3.6704 2.0988 -1.9473 1.54 -0.48 0.91
H 5.4602 1.6054 -1.9751 -0.05 0.52 0.44
H 5.0955 0.3471 0.0805 4.21 -2.36 0.90
H 3.6611 0.5586 0.4268 -0.99 1.02 -0.88
H 4.8810 3.2567 2.5563 -0.79 -0.97 -1.57
H 4.7210 1.6224 2.6456 2.40 -4.63 2.07
H 3.2925 2.2648 2.2090 1.82 0.60 -0.39
```
Forces are in eV/Å.

Summary:
maximum force	15.34	eV/A
E_HOMO	-6.21	eV
net charge	-1
E_LUMO	2.089	eV
relative energy (zero: lowest compared OMol25 entry of this formula, charge and spin)	88.28	kcal/mol

Atom charges from the Löwdin analysis, given in e for atoms 1 to 99: -1.334 0.115 0.138 0.125 0.067 -0.148 -0.211 -0.202 -0.177 -0.036 -0.223 -0.140 -0.165 -0.126 0.048 0.116 0.054 0.125 0.161 0.157 0.079 0.127 0.065 0.050 0.043 0.192 0.097 0.010 0.102 -0.288 -0.258 -0.021 -0.142 -0.077 -0.188 -0.138 -0.178 -0.147 0.046 0.125 0.113 0.166 0.157 0.053 0.116 0.087 0.123 0.100 -0.027 0.169 0.110 0.107 0.018 -0.317 -0.102 -0.125 -0.170 -0.070 -0.226 -0.271 -0.176 -0.094 0.088 0.063 0.124 0.058 0.128 0.058 0.145 0.120 0.136 0.110 0.106 0.126 0.112 0.026 0.102 -0.227 -0.196 -0.183 -0.163 -0.067 -0.159 -0.149 -0.221 -0.051 0.137 0.019 0.098 0.099 0.127 0.134 0.117 0.105 0.144 0.031 0.131 0.065 0.126

---

ORCA calculation (ωB97M-V/def2-TZVPD) on a 3-piece molecular cluster, C6H12O12S3 overall in a non-equilibrium geometry.

```
33
Properties=species:S:1:pos:R:3:forces:R:3
O 2.2172 1.1441 2.0618 -0.13 1.54 -1.18
S 2.4764 2.0575 0.9788 -0.99 0.56 -1.41
O 3.6965 1.8961 0.2325 -0.80 0.76 1.06
O 1.2573 2.0313 -0.1483 2.81 -3.84 1.92
C 0.8117 3.2172 -0.5912 -2.16 2.05 0.70
C 1.1109 4.2285 0.6010 -0.43 0.43 -1.78
O 2.1021 3.6522 1.3335 3.28 -3.75 2.09
H 1.1627 3.5256 -1.5760 0.39 -0.01 0.15
H -0.2364 2.9195 -0.6208 -0.53 1.39 -0.56
H 0.2801 4.3950 1.2867 -0.28 0.27 -0.50
H 1.6643 5.1117 0.2820 -1.20 0.57 -0.49
O -3.9970 -0.8482 1.9860 0.92 -0.83 -1.03
S -3.1704 -1.3620 0.9276 0.18 0.55 -1.75
O -2.0916 -2.3127 1.1867 -2.38 1.78 -0.77
O -4.0978 -1.8043 -0.3857 0.02 -1.65 1.69
C -4.2365 -0.7977 -1.3841 -0.57 -0.79 0.43
C -2.9420 -0.1351 -1.3161 1.32 1.45 -0.72
O -2.6316 -0.0634 0.0662 0.59 0.01 1.21
H -4.4208 -1.2492 -2.3589 -0.12 -0.23 0.25
H -5.0357 -0.1084 -1.1118 -0.14 -0.10 0.00
H -3.0736 0.8527 -1.7579 0.32 0.41 0.55
H -2.1128 -0.5746 -1.8705 -0.13 -0.57 0.11
O 2.9894 -3.3175 2.1083 -0.97 -0.01 -1.50
S 2.4143 -3.7008 0.8372 -0.54 0.92 0.25
O 2.4811 -5.1100 0.5101 -0.45 2.43 -0.39
O 0.8864 -3.0629 0.5990 1.58 -0.63 0.72
C 0.9278 -1.7199 -0.0320 -0.27 -1.91 0.39
C 2.4038 -1.4561 -0.3192 -0.57 1.52 0.71
O 3.0162 -2.7043 -0.3349 0.85 -2.24 -0.05
H 0.3961 -1.9128 -0.9638 -0.12 0.39 0.01
H 0.3700 -1.0571 0.6295 0.40 0.17 -0.15
H 2.9076 -0.8187 0.4074 -0.22 -0.08 0.33
H 2.4744 -0.9159 -1.2633 0.35 -0.57 -0.28
```
Forces are in eV/Å.

Summary:
SMILES	O=S1(=O)OCCO1.O=S1(=O)OCCO1.O=S1(=O)OCCO1
maximum force	5.40	eV/A
E_HOMO	-10.83	eV
net charge	0
E_LUMO	0.039	eV
relative energy (zero: lowest compared OMol25 entry of this formula, charge and spin)	59.16	kcal/mol

Taken from the Löwdin analysis, the atomic charges in e are: -0.217 0.732 -0.230 -0.221 -0.201 -0.175 -0.205 0.131 0.129 0.134 0.134 -0.224 0.735 -0.227 -0.203 -0.187 -0.220 -0.210 0.145 0.139 0.136 0.132 -0.242 0.726 -0.233 -0.230 -0.121 -0.216 -0.195 0.123 0.120 0.106 0.136

---

ORCA calculation (ωB97M-V/def2-TZVPD) on an isolated ion of composition C6H14NO and charge -1 in a non-equilibrium geometry.

```
22
Properties=species:S:1:pos:R:3:forces:R:3
C -0.3680 2.3213 -0.0291 -1.60 -1.00 -1.37
C 0.9885 1.8764 0.4848 0.72 0.74 0.38
C 1.5642 0.6056 -0.1451 -1.13 -0.63 -2.06
C 1.6369 -0.6471 0.7133 -0.55 0.37 0.48
C 0.2499 -1.2854 1.0089 0.72 0.62 -0.36
N -0.5143 -1.6738 -0.1348 -1.45 -0.51 2.23
C -1.7937 -0.9765 -0.4948 0.46 -0.20 -1.14
O -1.5695 -0.2070 -1.5572 -0.65 0.34 -0.26
H -0.3436 2.8680 -0.9798 0.50 0.19 0.16
H -0.9434 1.4402 -0.3811 0.23 -0.05 0.16
H -1.1125 2.8460 0.5771 0.74 0.22 0.65
H 1.7223 2.6500 0.2260 -0.08 0.22 0.51
H 0.9709 1.7828 1.5780 0.08 0.03 -0.03
H 2.4743 0.7990 -0.7247 0.39 0.09 0.69
H 0.8835 0.3744 -0.9870 -0.11 -0.14 0.25
H 1.9753 -0.2804 1.6943 0.58 -0.65 0.00
H 2.2741 -1.4272 0.2868 0.33 0.27 0.09
H -0.2454 -0.4781 1.5619 -0.56 -0.48 0.19
H 0.4482 -2.1624 1.6460 -0.11 0.32 0.44
H 0.0226 -1.8357 -0.9355 0.64 0.10 -1.39
H -2.2017 -0.4427 0.3923 0.51 0.13 0.59
H -2.5844 -1.7737 -0.6393 0.35 0.03 -0.20
```
Forces are in eV/Å.

Summary:
SMILES	CCCCCNC[O-]
maximum force	2.71	eV/A
E_HOMO	-2.47	eV
net charge	-1
E_LUMO	4.018	eV
relative energy (zero: lowest compared OMol25 entry of this formula, charge and spin)	23.81	kcal/mol

Taken from the Löwdin analysis, the atomic charges in e are: -0.130 -0.269 -0.243 -0.216 -0.281 -0.066 -0.555 -0.343 0.067 0.037 0.058 0.085 0.094 0.094 0.097 0.092 0.095 0.100 0.084 0.063 0.071 0.063

---

ORCA calculation (ωB97M-V/def2-TZVPD) on the molecule C4H11NS in a non-equilibrium geometry.

```
17
Properties=species:S:1:pos:R:3:forces:R:3
C 2.5944 1.8369 -0.8303 0.62 -0.01 0.54
N 1.8453 0.7301 -0.2513 -0.50 0.04 -0.46
C 0.3822 0.9889 -0.1856 0.57 -0.99 -0.61
C -0.2180 0.3935 1.0807 -0.33 1.23 0.68
C -0.7058 -1.0365 0.9700 -0.06 -0.41 0.11
S -1.8916 -1.3094 -0.4030 0.13 0.36 -0.11
H 2.8902 2.5184 -0.0264 -0.25 0.23 -0.18
H 2.1079 2.3897 -1.6385 -0.23 -0.01 0.01
H 3.5330 1.4587 -1.2204 0.18 -0.13 -0.15
H 1.9792 -0.0736 -0.8512 0.05 -0.05 0.10
H -0.0860 0.4664 -1.0283 -0.08 0.25 -0.09
H 0.2102 2.0445 -0.3780 -0.16 0.15 0.57
H -0.9800 1.0531 1.5134 -0.39 -0.17 -0.47
H 0.5395 0.4498 1.8599 0.31 -0.31 0.00
H -1.2644 -1.3339 1.8594 0.43 0.09 0.12
H 0.1670 -1.6874 0.8505 -0.28 -0.05 -0.09
H -1.7655 -2.6323 -0.4428 0.01 -0.24 0.03
```
Forces are in eV/Å.

Summary:
SMILES	CNCCCS
maximum force	1.44	eV/A
E_HOMO	-8.75	eV
net charge	0
E_LUMO	0.931	eV
relative energy (zero: lowest compared OMol25 entry of this formula, charge and spin)	17.16	kcal/mol

Taken from the Löwdin analysis, the atomic charges in e are: -0.155 -0.126 -0.254 -0.282 -0.550 0.690 0.075 0.073 0.070 0.093 0.068 0.109 0.106 0.106 0.061 0.077 -0.161

---

> Which formula does entry 3 have?

C6H14NO

---

> Look up the maximum force of the first one.

15.34 eV/A